The following is a DFT calculation (wB97M-V/def2-TZVPD) of a 2-piece molecular cluster, C3H10N2O overall.

As for the LUMO energy: 0.91 eV. For the orbital gap, the calculation gives 8.725 eV. The SMILES is C/C(N)=C/N.O. Its spin multiplicity is 1. The calculation puts the energy above the lowest of the compared OMol25 structures with the same formula, charge and spin at 33.9 kcal/mol.

CARTESIAN COORDINATES (ANGSTROEM)
O: -1.23 -2.40 6.83
N: -0.22 0.93 0.21
N: 1.76 0.43 -1.72
C: 0.38 0.46 -2.09
C: -0.50 0.81 -1.16
C: -0.11 0.19 -3.50
H: 2.04 -0.53 -1.56
H: 0.42 1.67 0.45
H: 2.31 0.70 -2.54
H: -1.04 0.94 0.80
H: -1.50 -1.84 6.08
H: -0.99 -0.44 -3.44
H: 0.63 -0.35 -4.10
H: -0.30 1.10 -4.06
H: -1.54 0.86 -1.45
H: -0.28 -2.25 6.85